# 1
{
  "formula": "C6H8LiO6Tb",
  "method": "ωB97M-V/def2-TZVPD",
  "species": ["Tb", "O", "O", "O", "O", "O", "O", "C", "C", "C", "C", "C", "C", "Li", "H", "H", "H", "H", "H", "H", "H", "H"],
  "xyz": [[4.1472, 1.8476, 0.1083], [1.9365, -1.4756, -0.4550], [-2.3350, 0.6256, -0.5679], [-2.9477, -0.0593, 1.4289], [-1.4368, -2.5114, 0.0696], [-1.2859, 1.3738, 1.3037], [2.7743, 0.0398, 0.8768], [0.6752, -2.0124, -0.8854], [-0.2822, 2.0278, 0.5453], [-0.3225, -1.8740, 0.2602], [0.5326, 1.2109, -0.4783], [2.0865, -0.2064, -0.1254], [-2.2881, 0.6994, 0.6806], [-2.9077, -1.3480, -0.1245], [0.8513, -3.0672, -1.1295], [0.2441, -1.3611, -1.6566], [0.2848, 2.6088, 1.2803], [0.0421, -1.8249, 1.3050], [-0.0711, -0.3308, 0.3028], [0.3214, 1.9832, -1.2552], [0.8066, 0.8421, -1.4797], [-0.8256, 2.8119, -0.0040]],
  "forces_ev_per_a": [[-1.1, -1.2, 0.3], [-0.2, 0.5, 0.1], [0.4, 0.7, -0.6], [0.1, 0.6, -0.1], [1.7, 2.2, 0.1], [1.1, 0.5, 0.7], [1.0, 0.8, 0.1], [-0.6, 0.8, 0.3], [-2.1, 0.0, -0.1], [-0.8, -1.3, 0.0], [0.6, -0.8, 0.2], [0.9, 1.5, 0.3], [-0.5, -2.7, 0.0], [-0.3, 0.7, 0.4], [-0.1, 0.5, -0.2], [0.3, -0.8, -0.5], [0.6, -0.6, -0.1], [0.1, 0.0, -0.1], [-1.0, -0.8, -0.6], [1.4, 1.5, -0.3], [-1.9, -1.9, 0.2], [0.3, -0.2, -0.3]],
  "lowdin_charge": [1.499, -0.014, -0.052, -0.043, -0.095, -0.010, -0.272, -0.105, -0.202, -0.287, -0.075, -0.489, -0.807, 0.768, 0.157, 0.136, 0.135, 0.161, 0.229, 0.126, 0.103, 0.138],
  "total_charge": 1,
  "spin_multiplicity": 8,
  "homo_lumo_gap_ev": [7.278, 4.175],
  "homo_ha": [-0.4324, -0.3618]
}

=====

# 2
{
  "formula": "C3H7NO2",
  "method": "ωB97M-V/def2-TZVPD",
  "species": ["O", "O", "N", "C", "C", "C", "H", "H", "H", "H", "H", "H", "H"],
  "xyz": [[2.5371, -0.8750, 0.0168], [0.1515, -0.7542, -0.2299], [2.0224, 0.3539, -0.0396], [-1.2860, -1.0256, 0.0402], [-0.0674, 1.4951, -0.0249], [0.7923, 0.3717, -0.0898], [1.8466, -1.6519, 0.1041], [-1.7991, -0.4787, 0.8781], [0.5251, 2.3697, 0.1009], [-0.5792, 1.5672, -0.9374], [-1.9416, -0.8527, -0.9408], [-1.4413, -2.0752, 0.2764], [-0.7606, 1.5558, 0.8458]],
  "forces_ev_per_a": [[0.8, -3.8, 0.1], [-3.3, -4.4, 0.3], [1.7, 1.2, 0.5], [-1.1, 1.1, -1.8], [-0.4, 2.7, 1.6], [-2.2, 0.3, 0.6], [1.3, 2.6, -0.4], [1.1, 0.0, -0.8], [0.6, 0.9, -0.2], [-1.2, 0.3, -1.2], [1.6, -0.1, 2.0], [0.8, -0.1, -0.1], [0.3, -0.6, -0.7]],
  "lowdin_charge": [-0.070, -0.083, 0.031, -0.026, -0.020, -0.554, 0.151, 0.093, 0.085, 0.082, 0.130, 0.073, 0.108],
  "total_charge": 0,
  "spin_multiplicity": 1,
  "smiles": "CO/C(C)=N\\O",
  "homo_lumo_gap_ev": 9.414,
  "relative_energy_ev": 4.178,
  "homo_ha": -0.3216
}

=====

# 3
{
  "formula": "C14H23Cl2FNO2Si",
  "method": "ωB97M-V/def2-TZVPD",
  "species": ["Cl", "Cl", "Si", "F", "O", "O", "N", "C", "C", "C", "C", "C", "C", "C", "C", "C", "C", "C", "C", "C", "C", "H", "H", "H", "H", "H", "H", "H", "H", "H", "H", "H", "H", "H", "H", "H", "H", "H", "H", "H", "H", "H", "H", "H"],
  "xyz": [[5.1116, -1.8210, -2.5181], [3.9452, -0.4027, 2.2642], [-2.7175, -2.4972, -1.3133], [0.1661, -1.3908, 0.0932], [-2.2733, -0.8646, -0.8182], [-2.2899, 0.5794, 0.9542], [4.8187, -1.1051, -0.0559], [-1.8946, 2.9084, 1.0699], [-1.1713, 1.6455, 0.7236], [-4.4959, -2.1182, -0.9399], [6.8734, -0.3396, -1.0711], [-0.8827, -1.3745, 1.0505], [6.3612, 0.3192, 1.1618], [-1.1401, 4.2174, 0.9983], [5.1463, -0.3890, 1.0285], [-2.1585, 5.2804, 1.4347], [-2.2124, -2.6949, -3.0862], [5.6400, -1.0254, -1.0918], [-1.9558, -0.5798, 0.4330], [7.2798, 0.2969, 0.1121], [-1.9154, -3.8913, -0.3690], [-1.1023, -2.4177, 1.3301], [-4.5470, -1.8193, 0.1168], [-1.9593, -3.7853, 0.7204], [-0.6049, -0.7685, 1.9001], [6.4907, 0.8373, 2.1103], [-2.4184, -1.7797, -3.6505], [-0.3089, 1.4756, 1.3884], [7.4646, -0.3512, -1.9715], [-0.7664, 4.4144, -0.0225], [-2.7355, 2.9461, 0.3790], [-2.3054, 2.7882, 2.0739], [-0.8671, -4.0704, -0.6662], [-4.7380, -1.2253, -1.5339], [-0.2772, 4.2025, 1.6806], [-1.1361, -2.9167, -3.1799], [-5.2655, -2.8724, -1.1080], [-2.5254, 5.0543, 2.4523], [-1.7311, 6.2930, 1.4315], [-2.7620, -3.5259, -3.5535], [-3.0245, 5.2345, 0.7533], [-2.4832, -4.8057, -0.6046], [8.2562, 0.7860, 0.2118], [-0.8878, 1.5532, -0.3184]],
  "forces_ev_per_a": [[0.1, -0.2, -0.3], [0.1, 0.1, 0.4], [-0.5, -1.2, -1.0], [-1.1, 0.0, 1.0], [0.6, 1.1, 3.9], [0.9, -1.7, -1.2], [0.3, 0.8, 0.4], [-0.5, -0.4, -0.3], [0.1, 0.3, 0.7], [-0.2, 0.0, 0.0], [-0.4, -0.3, 0.3], [1.6, -0.6, 0.3], [-1.1, -0.4, 0.6], [0.2, 0.2, 0.1], [1.0, -0.3, -1.5], [0.1, 0.2, 0.0], [0.2, 0.3, 0.0], [0.7, 0.7, 1.0], [-0.4, 1.6, -3.9], [-0.8, -0.3, -0.3], [0.1, 0.0, 0.4], [0.0, 0.9, 0.0], [-0.1, -0.1, -0.1], [-0.2, -0.4, -0.3], [0.6, -0.3, 0.4], [0.4, 0.0, -0.3], [0.0, -0.2, -0.1], [-0.4, -0.5, -0.2], [0.2, 0.0, 0.0], [-0.1, -0.1, 0.4], [-0.2, 0.2, 0.1], [0.0, 0.0, 0.0], [-0.4, 0.2, 0.1], [-0.1, -0.2, 0.1], [-0.2, 0.1, -0.2], [-0.4, 0.1, 0.1], [0.2, -0.1, -0.1], [0.2, 0.2, -0.4], [-0.2, -0.3, 0.0], [0.1, 0.2, 0.2], [0.3, 0.3, 0.3], [0.1, 0.3, -0.1], [-0.5, -0.2, -0.2], [0.0, -0.1, -0.1]],
  "lowdin_charge": [0.693, 0.665, 0.542, 0.008, 0.013, 0.048, 0.016, -0.224, -0.037, -0.129, -0.079, -0.060, -0.086, -0.248, -0.735, -0.105, -0.143, -0.751, -0.280, -0.045, -0.150, 0.120, 0.047, 0.026, 0.141, 0.104, 0.045, 0.145, 0.099, 0.122, 0.129, 0.131, 0.067, 0.056, 0.118, 0.053, 0.051, 0.084, 0.081, 0.056, 0.083, 0.064, 0.122, 0.143],
  "total_charge": 1,
  "spin_multiplicity": 1,
  "homo_lumo_gap_ev": 6.002,
  "homo_ha": -0.4126
}

=====

In order of appearance, energy = -41259.095, -8806.350, -56109.733 eV.